(1)
Density functional theory data (the ωB97M-V functional and the def2-TZVPD basis) for a structure of composition C6H18AgCl2O6 in a non-equilibrium geometry.

Last column: natural (NBO) charge in e.
Geometry (Å):
Ag: -0.9935 -0.5487 -0.9721  1.30
Cl: -1.3803 -2.4507 -2.8324  -0.20
Cl: -3.3727 0.7151 -1.3868  -0.30
C: -1.5577 -1.8247 1.9828  -0.11
C: -0.9428 -3.0023 1.2299  -0.09
O: -0.0474 -2.4880 0.2781  -0.77
O: -2.2341 -1.0980 0.9624  -0.76
H: -0.8603 -1.1576 2.4896  0.17
H: -2.1049 -2.2490 2.8247  0.21
H: -1.6304 -3.7091 0.7655  0.20
H: -0.3420 -3.6350 1.8832  0.18
H: 0.7322 -3.0430 0.2023  0.50
H: -3.0428 -0.8110 1.3926  0.51
C: 1.2192 2.3887 1.6050  -0.10
C: 0.3480 1.1086 1.4626  -0.10
O: -0.4364 1.3621 0.2431  -0.74
O: 0.3642 3.5643 1.8571  -0.74
H: 1.8492 2.5944 0.7397  0.18
H: 1.9786 2.2655 2.3771  0.19
H: -0.3016 0.9709 2.3270  0.19
H: 0.9263 0.1903 1.3612  0.20
H: -0.9715 2.1161 0.5016  0.51
H: 0.7447 4.0653 2.5822  0.49
C: 0.9069 0.4189 -3.1945  -0.10
C: 1.8027 0.5644 -2.0123  -0.09
O: 1.3268 -0.4017 -1.0618  -0.77
O: -0.3594 0.7561 -2.7323  -0.77
H: 0.9576 -0.5997 -3.5792  0.21
H: 1.2836 1.0821 -3.9733  0.20
H: 1.8985 1.5675 -1.5969  0.19
H: 2.8253 0.2776 -2.2575  0.19
H: 2.0488 -0.6259 -0.4702  0.50
H: -0.6348 1.6365 -2.9982  0.52

Calculated values
LUMO energy (spin up / spin down): -2.735 / -8.241 eV
energy: -47831.3909 eV
HOMO-LUMO gap (spin up / spin down): 11.192 / 3.908 eV
2S+1: 3
total charge: +1

(2)
Density functional theory data (the ωB97M-V functional and the def2-TZVPD basis) for a structure of composition C5H13ClNO2P in a non-equilibrium geometry.

Last column: natural (NBO) charge in e.
Geometry (Å):
C: -2.5020 -1.1858 -0.4903  -0.62
C: -1.3837 -0.0049 1.5058  -0.65
C: 2.7809 -1.0139 -0.5302  -0.72
C: -1.1573 -0.6536 0.1460  -0.26
C: -0.4147 0.2778 -0.7988  -0.13
N: -0.7488 1.7022 -0.6617  -0.83
O: 1.7001 0.6654 1.6159  -1.10
O: 2.2133 1.6353 -0.5870  -1.01
P: 1.7062 0.3613 0.1581  1.91
Cl: 4.4827 -0.8156 0.0200  -0.06
H: -3.2966 -0.4719 -0.2964  0.21
H: -2.4921 -1.1019 -1.5542  0.21
H: -2.6652 -2.1088 0.0227  0.22
H: -1.5767 -0.7137 2.2355  0.22
H: -2.3289 0.6368 1.6092  0.21
H: -0.4021 0.6214 1.7119  0.26
H: 2.3073 -1.8957 -0.2849  0.23
H: 2.9761 -0.8921 -1.5396  0.24
H: -0.4568 -1.5991 0.2531  0.20
H: -0.3935 0.1893 -1.8744  0.22
H: 2.5844 2.1770 0.0953  0.51
H: -0.9534 2.0360 0.2093  0.36
H: 0.0207 2.1542 -0.9653  0.36

Calculated values
LUMO energy: 0.592 eV
energy: -32791.3343 eV
HOMO-LUMO gap: 8.980 eV
2S+1: 1
energy above the lowest of the compared OMol25 structures with the same formula, charge and spin: 152.5 kJ/mol

(3)
Density functional theory data (the ωB97M-V functional and the def2-TZVPD basis) for a structure of composition C19H25Cl2F6I2InN4O4S4.

Last column: natural (NBO) charge in e.
Geometry (Å):
In: -1.9650 -1.0981 -0.3186  1.28
Cl: 0.8766 0.4473 1.6801  0.02
C: -0.2511 0.0288 2.9285  -0.05
C: 0.2736 -0.4161 4.1294  -0.24
C: -0.5860 -0.7475 5.1618  -0.18
C: -1.9545 -0.6361 4.9869  -0.22
C: -2.4596 -0.1975 3.7739  -0.06
Cl: -4.1788 -0.0910 3.6171  0.04
C: -1.6240 0.1436 2.7035  -0.15
S: -2.3276 0.7463 1.1951  -0.27
H: 1.3448 -0.5035 4.2390  0.24
H: -0.1880 -1.0986 6.1040  0.23
H: -2.6420 -0.8959 5.7788  0.23
I: -4.9289 0.9198 -2.0492  0.16
C: -6.3513 -0.4834 -1.3324  -0.73
I: -5.6164 -1.5943 0.3077  0.23
H: -6.5667 -1.1688 -2.1418  0.23
H: -7.2334 0.0597 -1.0201  0.23
N: -3.2243 -2.9865 -2.6577  -0.36
C: -2.7658 -2.4214 -1.7657  -0.22
F: -0.2607 -3.5169 3.6611  -0.30
C: -1.3863 -4.1102 3.2838  0.76
F: -1.2253 -5.4177 3.2625  -0.28
F: -2.3423 -3.8052 4.1564  -0.30
S: -1.9487 -3.4984 1.5973  2.21
O: -2.3195 -4.6384 0.8323  -0.87
O: -2.9357 -2.4811 1.8657  -0.93
N: -0.7102 -2.6370 0.9608  -1.28
S: 0.6701 -3.4493 0.6232  2.26
O: 1.7786 -2.5710 0.7962  -0.91
O: 0.6468 -4.7493 1.2120  -0.91
C: 0.5788 -3.7163 -1.1996  0.72
F: 1.7515 -4.1790 -1.6229  -0.30
F: 0.3456 -2.5407 -1.8077  -0.31
F: -0.3766 -4.5651 -1.5198  -0.28
C: 3.1975 -0.5102 -1.0010  -0.61
C: 3.4322 -1.0017 -2.4254  -0.40
C: 3.1516 0.0194 -3.5283  -0.40
C: 1.6867 0.4039 -3.6925  -0.22
N: 1.2751 1.3411 -2.6484  -0.57
C: 0.1263 1.3307 -1.9824  0.38
S: -1.1318 0.2360 -2.4248  -0.25
N: -0.0388 2.1722 -0.9688  -0.57
C: 0.9256 3.1580 -0.5148  -0.24
C: 0.9392 4.4292 -1.3620  -0.41
C: 2.1169 5.3391 -1.0216  -0.39
C: 2.0445 5.9169 0.3878  -0.61
H: 3.4762 -1.2739 -0.2760  0.24
H: 2.1487 -0.2756 -0.8160  0.20
H: 3.7926 0.3837 -0.7907  0.19
H: 2.8200 -1.8900 -2.6058  0.21
H: 4.4716 -1.3239 -2.5234  0.21
H: 3.4881 -0.3902 -4.4830  0.22
H: 3.7477 0.9262 -3.3649  0.19
H: 1.0454 -0.4738 -3.6247  0.24
H: 1.5145 0.8649 -4.6677  0.20
H: 1.9632 2.0284 -2.3808  0.40
H: -0.9274 2.1115 -0.4869  0.45
H: 1.9228 2.7024 -0.4805  0.19
H: 0.6690 3.3778 0.5203  0.23
H: -0.0013 4.9641 -1.2054  0.21
H: 0.9663 4.1611 -2.4221  0.20
H: 2.1540 6.1527 -1.7485  0.21
H: 3.0510 4.7794 -1.1399  0.19
H: 1.1060 6.4539 0.5381  0.21
H: 2.8605 6.6161 0.5682  0.22
H: 2.1089 5.1397 1.1506  0.20

Calculated values
LUMO energy: -0.121 eV
energy: -140326.1215 eV
HOMO-LUMO gap: 8.855 eV
2S+1: 1
energy above the lowest of the compared OMol25 structures with the same formula, charge and spin: 0.0 kJ/mol

(4)
Density functional theory data (the ωB97M-V functional and the def2-TZVPD basis) for a cluster of 4 separate species, C38H66N2O17S2 in total in a non-equilibrium geometry.

Last column: Mulliken charge in e.
Geometry (Å):
C: 3.3521 -7.0192 2.8508  -0.99
C: 2.7327 -7.0871 1.4503  -0.20
O: 3.5338 -6.5502 0.4142  -0.47
C: 3.7257 -5.1611 0.5076  -1.02
C: 2.4529 -4.3279 0.4093  0.54
O: 2.0549 -3.9789 1.7572  -0.36
C: 1.1311 -2.8848 1.7627  -0.78
C: 1.8529 -1.6498 2.2755  -0.31
O: 2.5944 -0.9558 1.2841  -0.45
C: 1.7847 -0.3560 0.2655  -0.72
C: 2.1024 1.1451 0.2369  1.41
C: 1.8317 1.8013 1.6245  0.21
C: 2.9799 2.7755 2.0163  -0.09
C: 3.1757 2.7815 3.5666  -1.49
C: 0.4939 2.6099 1.7901  -0.52
C: -0.5519 1.8517 2.6376  -2.16
C: -1.1551 0.6052 1.9568  0.94
C: -2.7169 0.6096 1.8915  -1.04
C: -3.1822 0.2608 0.4650  -0.60
C: -4.4281 -0.6540 0.4896  -0.27
C: -4.6893 -1.3300 -0.8561  -0.45
C: -5.4718 -2.6510 -0.7697  -0.55
S: -6.9986 -2.5692 0.2060  -0.26
C: -6.4465 -2.5145 1.8680  0.49
N: -6.8495 -1.8151 2.8445  -0.32
N: -6.0250 -2.1803 3.9133  -0.33
C: -5.2114 -3.0405 3.4977  0.01
O: -5.4128 -3.3345 2.1741  -0.25
S: -0.2661 3.2521 0.3015  1.59
O: 0.0924 4.6091 0.0372  -0.80
O: -1.6788 3.1121 0.4668  -0.39
O: 0.1190 2.2447 -0.8572  -0.54
C: 1.5225 1.8980 -0.9736  0.99
C: 2.4140 3.1378 -1.2096  -2.01
C: 1.6110 1.0953 -2.2887  -1.49
C: 3.0117 0.5902 -2.6362  0.09
C: 2.8393 -0.7030 -3.4442  -0.78
O: 4.0592 -1.0987 -4.0495  -0.55
H: 4.1148 -7.7915 2.9351  0.32
H: 2.5598 -7.2557 3.5641  0.33
H: 3.7214 -6.0335 3.1200  0.24
H: 1.7246 -6.6591 1.4870  0.20
H: 2.6056 -8.1420 1.2074  0.40
H: 4.3872 -4.8501 -0.3023  0.43
H: 4.2326 -4.8529 1.4264  0.35
H: 1.6179 -4.8740 -0.0411  0.36
H: 2.6361 -3.3843 -0.1098  -0.24
H: 0.6796 -2.7470 0.7782  0.45
H: 0.3320 -3.1783 2.4492  0.45
H: 1.1965 -0.9565 2.8153  0.04
H: 2.5825 -2.0055 3.0033  0.52
H: 0.7223 -0.5667 0.4027  -0.13
H: 2.0913 -0.8377 -0.6647  -0.05
H: 3.1860 1.1577 0.0661  -0.34
H: 1.8316 1.0573 2.4153  0.43
H: 3.9197 2.4884 1.5710  -0.42
H: 2.7182 3.7943 1.7326  0.66
H: 3.4162 3.7945 3.8888  0.43
H: 2.3010 2.3835 4.0762  0.25
H: 4.0632 2.1905 3.7912  0.40
H: 0.7448 3.4875 2.3859  0.95
H: -0.0426 1.6088 3.5737  0.44
H: -1.3349 2.5607 2.9011  0.86
H: -0.8489 -0.3222 2.4375  0.58
H: -0.8425 0.6391 0.9182  -0.90
H: -3.1396 -0.1260 2.5769  0.53
H: -3.0440 1.6111 2.1566  0.28
H: -3.4598 1.1648 -0.0752  0.05
H: -2.4210 -0.3026 -0.0783  0.24
H: -4.2186 -1.4110 1.2518  0.22
H: -5.2854 -0.0798 0.8485  0.42
H: -3.7160 -1.5689 -1.2817  0.41
H: -5.1583 -0.6077 -1.5264  0.26
H: -5.7969 -2.9061 -1.7771  0.07
H: -4.8444 -3.4833 -0.4606  0.49
H: -4.4246 -3.5133 4.0530  0.43
H: 2.0144 3.6760 -2.0712  0.44
H: 2.3962 3.8316 -0.3729  0.37
H: 3.4480 2.8460 -1.3638  0.47
H: 0.9137 0.2568 -2.1781  0.38
H: 1.2055 1.7408 -3.0671  0.66
H: 3.5184 1.2757 -3.3140  0.63
H: 3.6215 0.3326 -1.7741  -0.05
H: 2.4483 -1.4855 -2.7836  0.28
H: 2.0487 -0.5216 -4.1847  0.28
H: 4.1023 -2.0570 -3.9831  0.35
C: 9.7943 1.5288 0.0263  -1.48
C: 8.4620 2.0857 -0.4074  0.49
C: 7.9490 3.2268 0.4363  -0.53
O: 6.5287 3.1011 0.2736  -0.28
C: 6.2707 1.7970 0.0194  0.35
O: 5.1795 1.3167 0.0236  -0.40
O: 7.4097 1.1174 -0.2350  -0.39
H: 10.0306 0.6253 -0.5352  0.36
H: 10.5876 2.2589 -0.1331  0.39
H: 9.7750 1.2528 1.0816  0.35
H: 8.4929 2.3582 -1.4659  0.27
H: 8.2912 4.2007 0.0949  0.30
H: 8.1856 3.1128 1.4967  0.32
C: -3.8284 5.0891 0.3841  -1.26
C: -4.9325 6.1158 0.3907  0.52
C: -4.4933 7.5080 0.7701  -0.51
O: -5.6927 8.0621 1.3271  -0.34
C: -6.4195 7.0268 1.8255  0.61
O: -7.3739 7.1487 2.5216  -0.53
O: -5.9020 5.8401 1.4196  -0.36
H: -4.2323 4.0877 0.2421  0.22
H: -3.1139 5.2921 -0.4123  0.41
H: -3.2967 5.0819 1.3352  0.27
H: -5.4572 6.1141 -0.5695  0.31
H: -4.1568 8.0969 -0.0801  0.33
H: -3.7196 7.5133 1.5415  0.32
C: -6.0543 -2.3325 -6.6925  -1.46
C: -5.0531 -3.1938 -5.9645  0.50
C: -5.6446 -4.3872 -5.2549  -0.52
O: -4.7079 -4.5959 -4.1893  -0.30
C: -4.1421 -3.3945 -3.9115  0.63
O: -3.4680 -3.1714 -2.9583  -0.53
O: -4.4559 -2.4831 -4.8651  -0.31
H: -5.5798 -1.4219 -7.0574  0.36
H: -6.4815 -2.8694 -7.5394  0.38
H: -6.8612 -2.0264 -6.0251  0.35
H: -4.2494 -3.4944 -6.6426  0.27
H: -5.7132 -5.2703 -5.8857  0.32
H: -6.6242 -4.1796 -4.8176  0.29

Calculated values
SMILES: CCOCCOCCOC[C@@H]1[C@@H](CC)[C@H](CCCCCCCSc2nnco2)S(=O)(=O)O[C@]1(C)CCCO.C[C@@H]1COC(=O)O1.C[C@@H]1COC(=O)O1.C[C@@H]1COC(=O)O1
LUMO energy: 0.365 eV
energy: -99932.3149 eV
HOMO-LUMO gap: 9.247 eV
2S+1: 1